[1]
{"formula": "C25H22N3O8PS3W", "method": "ωB97M-V/def2-TZVPD", "mol_weight_g_mol": 803.48, "charge": 2, "homo_ev": -15.005, "elements": ["C", "N", "P", "O", "H", "H", "H", "C", "H", "C", "S", "H", "O", "H", "C", "C", "C", "C", "H", "O", "O", "C", "C", "H", "H", "C", "H", "O", "H", "H", "H", "C", "O", "C", "O", "H", "N", "S", "N", "C", "H", "C", "H", "H", "H", "H", "H", "C", "C", "C", "C", "H", "H", "S", "C", "C", "C", "C", "C", "C", "C", "O", "W"], "xyz": [[-1.190, -0.895, 3.336], [0.194, 0.000, 1.098], [-0.498, -1.637, -1.825], [3.082, -1.218, 2.638], [-1.151, -4.038, -6.849], [0.760, -1.605, 3.989], [0.042, 2.926, -1.964], [-0.760, -1.557, -4.588], [0.948, 2.776, 5.247], [0.260, 4.659, -0.719], [3.473, 1.339, -2.052], [-2.891, 0.027, 2.384], [1.887, 1.642, 3.788], [0.740, 6.170, 0.745], [-0.730, -2.336, -3.434], [1.166, 2.863, 1.124], [0.705, 5.115, 0.509], [-1.120, 0.231, 1.224], [-0.127, -3.392, 0.530], [4.394, 1.869, -2.954], [2.654, 0.069, 0.846], [1.760, 4.774, 2.724], [1.156, 4.198, 1.459], [-0.652, -0.481, -4.535], [-1.782, -4.424, 2.034], [-1.834, -0.193, 2.330], [-1.736, -1.250, 4.200], [3.520, -0.104, -1.627], [-0.954, -1.583, -6.718], [2.718, 1.615, 4.281], [-4.963, -2.551, -0.146], [-1.183, -3.197, 0.384], [1.944, 1.319, -2.476], [-1.622, -2.387, -0.659], [2.215, 5.890, 2.664], [0.197, 2.724, 3.649], [0.773, 2.422, -0.092], [1.448, -1.852, -1.179], [1.800, 4.035, 3.874], [1.147, 2.796, 4.176], [-3.332, -1.540, -1.682], [0.318, 3.308, -0.991], [-1.607, 0.761, 0.422], [-0.103, 5.338, -1.477], [1.563, 2.127, 1.807], [2.258, 4.529, 4.627], [-0.844, -4.334, -2.600], [-3.906, -2.723, 0.004], [2.289, -0.675, 1.958], [-0.993, -4.337, -4.732], [-0.921, -2.178, -5.816], [-4.193, -3.993, 1.709], [-1.082, -5.412, -4.798], [-0.606, 0.396, -1.845], [0.177, -1.107, 3.227], [-3.469, -3.535, 1.048], [-2.115, -3.775, 1.235], [-1.031, -3.559, -5.887], [0.815, -0.626, 2.108], [-2.986, -2.153, -0.857], [-0.851, -3.730, -3.500], [3.219, 1.980, -0.710], [1.611, 0.479, -0.669]], "mulliken_charge": [-0.80, 2.02, 1.31, -0.47, 0.42, 0.62, 0.50, -0.43, 0.44, -1.05, 0.85, 0.59, -0.34, 0.56, 0.99, -0.17, -0.42, -0.58, 0.49, -0.52, -0.58, 0.06, -0.13, 0.29, 0.49, -1.11, 0.58, -0.59, 0.43, 0.25, 0.49, -0.21, -0.47, 0.53, -0.57, 0.42, 0.24, -0.41, -0.06, -0.69, 0.44, -0.17, 0.50, 0.48, 1.12, 0.27, 0.39, -0.81, -0.16, -0.72, -0.78, 0.47, 0.42, -0.57, -0.98, -0.49, -0.81, -0.47, 0.97, -0.43, -0.50, -0.44, 1.29]}

[2]
{"formula": "C5H14NS", "method": "ωB97M-V/def2-TZVPD", "spin_multiplicity": 2, "mol_weight_g_mol": 120.24, "charge": 2, "homo_ev": [-18.024, -17.978], "elements": ["H", "C", "H", "H", "C", "S", "H", "C", "N", "H", "C", "H", "H", "H", "H", "H", "C", "H", "H", "H", "H"], "xyz": [[-2.056, -3.060, -0.605], [1.073, 2.506, 1.939], [1.900, 1.999, 2.423], [1.401, 1.183, -0.804], [-1.771, -2.172, -0.031], [-0.025, -1.898, -0.266], [-0.858, -1.872, -2.517], [-0.720, 2.587, 0.129], [1.102, 0.919, 0.140], [0.470, -0.739, -2.302], [0.116, -1.741, -2.049], [-0.489, 2.643, -0.940], [-2.311, -1.288, -0.382], [-0.982, 3.594, 0.440], [-1.592, 1.933, 0.206], [-1.957, -2.364, 1.025], [0.443, 2.032, 0.879], [0.503, 0.043, 0.060], [0.816, -2.488, -2.427], [1.951, 0.592, 0.613], [0.669, 3.367, 2.453]], "lowdin_spin": [0.02, 0.02, 0.00, 0.00, 0.08, 0.68, 0.00, 0.00, 0.04, 0.02, 0.07, 0.00, 0.03, 0.00, 0.00, 0.00, 0.00, 0.02, 0.02, 0.00, 0.00]}

[3]
{"formula": "C19H44NO2P2STm", "method": "ωB97M-V/def2-TZVPD", "spin_multiplicity": 3, "mol_weight_g_mol": 581.52, "charge": 2, "homo_ev": [-13.841, -13.852], "elements": ["P", "H", "C", "C", "H", "C", "H", "H", "H", "H", "H", "H", "C", "S", "H", "H", "H", "C", "C", "C", "C", "N", "H", "H", "C", "H", "H", "C", "H", "C", "H", "C", "H", "H", "Tm", "H", "H", "H", "O", "H", "C", "H", "C", "H", "H", "P", "H", "H", "H", "H", "H", "H", "H", "H", "H", "C", "H", "H", "C", "O", "H", "C", "H", "H", "C", "H", "C", "H", "H", "H"], "xyz": [[0.189, 2.599, -0.086], [2.605, -1.710, 2.514], [0.378, 3.395, 1.585], [3.172, -0.827, 2.854], [-2.465, -4.196, -0.154], [-2.568, -0.024, 0.880], [-0.533, 3.373, 3.537], [-2.717, -2.448, -0.402], [-1.281, -4.820, -3.012], [-0.237, 5.477, 1.279], [1.016, -5.489, 1.884], [0.417, 4.720, -2.151], [-1.020, -3.277, -1.542], [2.134, 0.631, 2.670], [-0.494, 5.550, -0.862], [-1.277, 5.158, -2.398], [0.966, 5.207, 2.548], [-2.409, -3.385, -0.890], [-1.032, 3.439, -1.137], [1.865, 2.551, -0.833], [0.408, -3.571, 1.167], [1.883, 0.008, -0.471], [-1.093, -2.495, -2.318], [2.686, 1.983, 4.571], [2.687, -1.180, -0.777], [2.440, 3.411, -0.451], [-0.508, -3.887, 3.084], [2.675, 1.241, -0.593], [-2.473, 4.185, 0.354], [0.712, -5.045, 0.924], [-0.108, 0.020, -2.483], [1.903, 1.240, 4.348], [1.533, -5.201, 0.216], [-1.107, 2.763, -2.008], [-0.038, -0.031, 0.479], [-2.728, 2.481, -0.104], [-1.006, 1.963, 2.587], [3.369, -0.939, -1.633], [-3.701, -0.038, 1.115], [1.738, 2.700, -1.918], [-0.557, 4.795, -1.653], [-0.175, -5.598, 0.584], [1.876, -2.452, -1.163], [1.732, -2.456, -2.256], [1.290, -3.111, 1.648], [0.214, -2.591, -0.393], [-3.162, 3.775, -1.224], [3.391, -0.924, 3.918], [1.475, 5.144, 0.853], [-1.719, 3.552, 2.229], [-0.494, -5.409, -1.546], [-1.686, -3.892, 1.765], [1.286, 2.900, 1.987], [3.387, -1.424, 0.057], [3.309, 1.372, 0.313], [-0.774, -3.405, 2.134], [0.923, 1.718, 4.419], [0.416, -4.424, -2.725], [-0.555, -4.557, -2.232], [0.695, -0.053, 2.439], [4.086, -0.682, 2.269], [-2.419, 3.469, -0.476], [1.962, 0.379, 5.018], [3.406, 1.125, -1.429], [-0.792, 3.043, 2.522], [-3.153, -3.597, -1.669], [0.656, 4.891, 1.539], [-0.849, 0.096, -2.301], [-1.017, -2.357, 2.366], [2.462, -3.353, -0.920]], "lowdin_spin": [0.00, 0.00, 0.00, 0.00, 0.00, 0.00, 0.00, 0.00, 0.00, 0.00, 0.00, 0.00, 0.00, 0.00, 0.00, 0.00, 0.00, 0.00, 0.00, 0.00, 0.00, 0.00, 0.00, 0.00, 0.00, 0.00, 0.00, 0.00, 0.00, 0.00, 0.00, 0.00, 0.00, 0.00, 2.02, 0.00, 0.00, 0.00, 0.00, 0.00, 0.00, 0.00, 0.00, 0.00, 0.00, 0.00, 0.00, 0.00, 0.00, 0.00, 0.00, 0.00, 0.00, 0.00, 0.00, 0.00, 0.00, 0.00, 0.00, 0.00, 0.00, 0.00, 0.00, 0.00, 0.00, 0.00, 0.00, 0.00, 0.00, 0.00]}

[4]
{"formula": "C26H32N11NaO2PS3", "method": "ωB97M-V/def2-TZVPD", "mol_weight_g_mol": 680.78, "charge": -1, "homo_ev": -4.649, "elements": ["N", "H", "H", "C", "H", "Na", "H", "N", "C", "C", "H", "H", "H", "C", "S", "N", "N", "C", "C", "H", "H", "H", "C", "C", "H", "C", "C", "C", "H", "H", "O", "H", "N", "O", "C", "N", "H", "H", "C", "C", "C", "C", "C", "H", "H", "C", "N", "H", "H", "H", "S", "H", "C", "H", "H", "C", "N", "C", "H", "N", "C", "H", "C", "S", "N", "C", "H", "H", "H", "H", "C", "C", "N", "H", "H", "P"], "xyz": [[1.265, 3.024, 1.096], [1.152, 8.493, -1.524], [1.137, 0.060, 4.877], [0.497, -3.966, 1.379], [2.538, -1.035, 4.956], [-0.744, 0.548, 0.316], [-0.479, -1.792, 0.398], [1.151, 1.669, 1.336], [-0.695, -4.748, -1.844], [-0.134, -2.465, -0.392], [0.862, -6.437, 0.585], [-0.330, -4.328, -2.786], [2.416, 7.650, 0.443], [1.022, 7.470, -1.190], [-1.422, -0.741, 2.834], [0.444, -5.315, -1.110], [-3.846, -0.482, 1.549], [0.001, -5.926, 0.143], [-3.796, 0.365, -3.072], [-4.839, -0.209, -0.652], [-4.876, 0.400, -3.020], [2.089, 5.293, 1.172], [2.455, 1.223, -2.005], [-3.130, -0.692, 2.640], [-4.867, -1.108, 3.590], [-3.130, 0.571, -4.266], [3.324, 1.586, -1.022], [1.421, -4.274, -0.789], [-0.875, 3.666, -1.666], [-3.440, -1.329, 4.536], [-0.348, 2.698, -0.536], [0.244, -1.874, -1.228], [-3.898, -0.889, 3.759], [-0.894, 4.552, -2.141], [-1.746, 0.519, -4.279], [-3.100, -0.227, 0.447], [3.786, 2.525, -0.776], [2.064, 1.837, -2.800], [2.136, -0.137, 4.487], [1.773, 1.277, 2.366], [1.732, 6.999, -0.088], [-1.088, 0.265, -3.083], [-0.036, 5.320, -1.451], [1.715, -3.766, -1.711], [4.093, 0.773, 4.473], [2.693, -0.505, -0.770], [2.069, -0.090, -1.845], [0.097, -3.224, 2.072], [-1.182, 0.675, -5.189], [-0.767, -6.671, -0.081], [2.559, 2.376, 3.517], [1.362, -4.458, 1.835], [-3.058, 0.118, -1.915], [3.935, 0.421, 0.649], [2.988, 1.460, 5.680], [0.675, 4.832, -0.341], [3.485, 0.464, -0.249], [3.059, 1.058, 4.668], [-2.527, -5.164, 0.560], [0.948, -3.284, 0.168], [0.148, 6.642, -1.865], [-3.684, 0.771, -5.175], [-3.753, -0.110, -0.644], [2.000, -0.435, 2.711], [-1.719, 0.066, -1.932], [-1.775, -4.378, 0.673], [2.585, -1.475, -0.305], [-1.382, -5.559, -2.104], [-2.133, -3.687, 1.441], [-0.006, 0.204, -3.039], [0.497, 3.411, 0.095], [1.552, 5.690, 0.321], [-0.519, -4.987, 1.128], [2.302, -4.764, -0.363], [-0.413, 6.991, -2.723], [-1.639, -3.425, -0.929]], "mulliken_charge": [-0.61, 0.35, 0.26, -0.80, 0.47, 0.57, -0.98, 0.52, -0.84, 0.52, 0.31, 0.42, 0.39, -0.29, -0.35, 0.04, -1.54, -0.93, -0.81, 0.19, 0.44, 0.48, -0.28, 0.27, 0.23, -0.40, -0.71, -1.01, 0.38, 0.21, -0.93, 0.71, -0.46, -0.76, -0.96, 1.11, 0.43, 0.44, -0.73, -0.34, -0.79, -0.31, 0.25, 0.33, 0.25, -0.55, -0.34, 0.31, 0.45, 0.38, -0.12, 0.28, 0.93, 0.33, 0.39, 0.13, 0.10, -0.54, 0.46, 0.45, -0.65, 0.40, -1.08, 0.05, 0.60, -0.67, 0.57, 0.42, 0.27, 0.39, 0.80, -0.33, 0.04, 0.38, 0.41, 0.00]}

Short version: energy above the lowest of the compared OMol25 structures with the same formula, charge and spin = 86.5 131.1 0.0 35.4 kJ/mol, in the order given.
Short version: E = -3334.67229 -651.10888 -3121.14071 -3461.13961 a.u., in the order given.